72
Properties=species:S:1:pos:R:3 method="wB97M-V/def2-TZVPD" charge=-2 lumo_energy_ha="0.1695 / 0.1694" total_energy_ev=-140392.3681 multiplicity=5 s2=6.0352
Cr -0.151 0.262 0.363
C 1.234 1.683 1.557
C 2.073 2.013 0.436
C 3.158 1.150 0.431
C 3.073 0.308 1.577
C 1.916 0.633 2.273
C 1.481 0.116 3.614
C 4.058 -0.781 1.888
C 4.258 1.080 -0.589
C 1.820 3.130 -0.539
C 0.418 2.720 2.297
H 1.680 0.850 4.407
H 2.005 -0.808 3.872
H 0.412 -0.102 3.629
H 5.078 -0.386 1.977
H 4.080 -1.549 1.105
H 3.811 -1.278 2.829
H 5.229 1.335 -0.144
H 4.077 1.776 -1.412
H 4.356 0.074 -1.015
H 2.535 3.951 -0.400
H 0.814 3.535 -0.411
H 1.904 2.791 -1.577
H 1.081 3.351 2.908
H -0.307 2.245 2.963
H -0.134 3.369 1.616
C -3.423 3.197 1.364
O -2.910 4.050 0.339
C -2.625 3.453 -0.866
C -3.105 4.090 -1.992
C -2.857 3.582 -3.268
C -2.125 2.424 -3.399
C -1.590 1.761 -2.282
C -0.793 0.591 -2.503
N -0.234 -0.120 -1.574
N 0.524 -1.188 -1.982
C 1.041 -1.773 -0.921
O 0.804 -1.364 0.273
C 1.918 -2.936 -1.114
C 2.393 -3.630 0.000
C 3.253 -4.702 -0.153
C 3.663 -5.100 -1.420
C 3.187 -4.418 -2.535
C 2.320 -3.350 -2.386
C -1.815 2.288 -0.967
O -1.297 1.753 0.083
H -4.373 2.749 1.053
H -3.595 3.841 2.227
H -2.736 2.397 1.626
H -3.681 4.998 -1.854
H -3.247 4.089 -4.143
H -1.952 2.002 -4.385
H -0.627 0.277 -3.534
H 2.072 -3.295 0.978
H 3.617 -5.234 0.719
H 4.349 -5.931 -1.536
H 3.506 -4.725 -3.524
H 1.941 -2.807 -3.241
C -2.372 -3.114 0.063
Si -3.365 -1.713 0.861
C -4.846 -2.563 1.717
C -4.096 -0.696 -0.568
Se -2.270 -0.509 2.370
H -2.984 -3.717 -0.616
H -1.950 -3.769 0.829
H -1.542 -2.701 -0.509
H -5.463 -3.129 1.007
H -5.476 -1.820 2.211
H -4.481 -3.250 2.484
H -4.736 -1.311 -1.212
H -3.290 -0.282 -1.180
H -4.689 0.140 -0.191

=====

79
Properties=species:S:1:pos:R:3 method="wB97M-V/def2-TZVPD" lumo_energy_ha="-0.0621 / -0.1003" total_energy_ev=-285729.1137 multiplicity=1
In 0.005 0.604 -1.398
C -2.918 0.571 1.483
C -3.188 1.820 0.654
N -2.020 2.245 -0.135
C -1.361 3.368 0.541
C -0.016 3.785 -0.045
C -2.410 2.575 -1.505
C -2.966 1.355 -2.259
N -2.231 0.180 -1.873
C -2.724 -1.039 -2.003
C -2.024 -2.129 -1.419
F -0.815 -1.873 -0.803
C -2.465 -3.430 -1.442
F -1.717 -4.388 -0.855
C -3.658 -3.777 -2.055
C -4.369 -2.748 -2.656
F -5.525 -3.044 -3.278
C -3.930 -1.440 -2.649
F -4.691 -0.527 -3.301
H -3.822 0.288 2.016
H -2.122 0.725 2.206
H -2.635 -0.247 0.828
H -3.519 2.637 1.310
H -4.018 1.594 -0.015
H -1.184 3.052 1.572
H -2.031 4.246 0.572
H 0.681 2.942 -0.038
H 0.412 4.574 0.572
H -0.115 4.176 -1.057
H -1.519 2.920 -2.032
H -3.159 3.380 -1.534
H -2.889 1.547 -3.340
H -4.030 1.236 -2.030
H -4.019 -4.789 -2.072
S 0.720 4.037 -3.845
Sb 2.830 3.086 -2.691
S 0.784 2.027 -3.891
S 3.166 0.362 0.900
S 4.384 2.827 -4.304
C 4.857 -1.232 -0.972
Se 2.936 -1.018 -1.248
C 3.149 -0.749 -3.243
C 2.404 -1.782 -4.058
Se 0.474 -1.367 -4.257
C -0.176 -3.193 -4.020
H 5.355 -0.285 -1.181
H 5.239 -2.021 -1.617
H 5.009 -1.496 0.071
H 4.222 -0.792 -3.440
H 2.799 0.254 -3.487
H 2.462 -2.778 -3.613
H 2.825 -1.815 -5.066
H 0.304 -3.834 -4.757
H -1.251 -3.174 -4.186
H 0.045 -3.528 -3.008
Ge 1.365 0.160 2.158
C 1.137 -1.686 2.824
C 2.199 -2.345 3.430
C 2.074 -3.668 3.817
C 0.879 -4.335 3.616
C -0.194 -3.675 3.041
C -0.063 -2.355 2.644
C 1.551 1.603 3.498
C 0.421 2.327 3.847
C 0.502 3.366 4.755
C 1.717 3.667 5.347
C 2.846 2.939 5.017
C 2.767 1.918 4.088
H 0.125 0.516 1.321
H 3.133 -1.817 3.582
H 2.912 -4.183 4.263
H 0.784 -5.371 3.906
H -1.128 -4.193 2.886
H -0.899 -1.843 2.184
H -0.532 2.079 3.396
H -0.378 3.946 4.992
H 1.785 4.469 6.067
H 3.792 3.178 5.479
H 3.660 1.382 3.797